Entry 1:
The ion C7H8FO2S with charge -1. Source: OMol25; level of theory: the ωB97M-V functional and the def2-TZVPD basis.

Lowest unoccupied orbital energy   3.2 eV
E_tot   -920.03976 hartree
Spin multiplicity   1
SMILES   [O-]/C(O)=C(\F)[C@H]1CCCC1=S
Energy above the lowest of the compared OMol25 structures with the same formula, charge and spin   0.5103 eV
Total charge   -1

```
19
Properties=species:S:1:pos:R:3:forces:R:3
O -3.6400 -1.2024 -0.2401 -0.5 -0.2 -1.0
C -2.7077 -0.4133 -0.0397 -0.7 -0.8 2.3
O -2.8709 0.4392 1.1002 -0.2 1.1 0.9
C -1.4305 -0.3407 -0.4806 2.2 1.8 -0.1
F -1.0677 -1.0102 -1.6218 0.2 -0.4 -0.5
C -0.2908 0.4325 0.2720 1.1 -2.5 -1.8
C 0.7687 -0.5653 0.8773 -0.8 0.5 1.1
C 1.8100 -0.7719 -0.2105 1.5 -1.4 1.8
C 1.9258 0.5770 -0.7881 0.3 -0.2 -0.7
C 0.7420 1.3431 -0.4507 -3.1 -0.2 -0.8
S 0.5661 2.7953 -1.1070 -0.5 1.2 0.2
H -3.5517 0.1525 1.7420 0.4 -0.4 -1.3
H -0.9269 0.8244 0.9865 -0.4 1.6 1.7
H 0.2460 -1.4704 1.2773 0.7 0.7 -0.1
H 1.3195 0.0485 1.6809 -0.8 -1.2 -0.6
H 2.7743 -1.1300 0.2942 -1.1 0.4 -0.9
H 1.5701 -1.4397 -1.0090 -0.6 -0.9 -0.1
H 2.7270 1.1266 -0.4302 1.9 1.0 0.8
H 2.0367 0.6049 -1.8526 0.1 -0.1 -0.7
```
Positions in Å, forces in eV/Å.

For reference, the natural (NBO) charges in units of e are: atom 1 (O): -0.770, atom 2 (C): 0.579, atom 3 (O): -0.802, atom 4 (C): 0.076, atom 5 (F): -0.379, atom 6 (C): -0.368, atom 7 (C): -0.391, atom 8 (C): -0.405, atom 9 (C): -0.532, atom 10 (C): 0.008, atom 11 (S): -0.037, atom 12 (H): 0.474, atom 13 (H): 0.284, atom 14 (H): 0.226, atom 15 (H): 0.171, atom 16 (H): 0.185, atom 17 (H): 0.216, atom 18 (H): 0.227, atom 19 (H): 0.239

Entry 2:
A cluster of 2 separate species, C7H8INO2 in total. Source: OMol25; level of theory: the ωB97M-V functional and the def2-TZVPD basis.

Lowest unoccupied orbital energy   -0.1 eV
E_tot   -774.33782 hartree
Spin multiplicity   1
Energy above the lowest of the compared OMol25 structures with the same formula, charge and spin   3.5462 eV
Total charge   0

```
19
Properties=species:S:1:pos:R:3:forces:R:3
C -0.3552 -1.0940 -1.6969 2.5 -0.3 -0.4
C -1.1438 -0.2208 -1.0816 1.5 -1.7 -1.6
C 1.0393 -0.6644 -2.1209 -1.7 0.1 -1.0
C 0.1866 0.4528 1.1491 -0.9 1.2 -1.9
C 0.7571 1.4831 -1.2733 -0.5 1.9 0.3
C -0.5611 0.9758 -0.6926 2.3 2.4 4.5
C -0.3169 -1.1332 2.8967 6.4 2.4 -0.8
N 1.4361 0.5373 -2.1155 1.2 0.2 1.2
O 1.0271 1.1191 1.6885 -1.1 -1.1 -0.4
O -0.4501 -0.6564 1.4979 0.2 0.4 1.3
I -2.0480 2.5526 -0.2974 0.8 -0.6 -0.1
H -0.5016 -2.1458 -1.8547 -0.8 -0.2 -0.1
H -2.0596 -0.4826 -0.7237 -2.5 -0.6 0.7
H 1.6174 -1.3283 -2.7707 -0.2 -0.2 0.3
H 0.5547 2.3886 -1.8656 0.0 -0.3 -0.3
H 1.4105 1.9854 -0.4269 -0.9 -1.6 -1.4
H -1.1585 -1.5689 3.1636 -4.1 -1.6 1.1
H 0.0586 -0.2939 3.6008 -1.0 -1.2 -1.3
H 0.5075 -1.9066 2.9232 -0.9 0.8 -0.2
```
Positions in Å, forces in eV/Å.

For reference, the natural (NBO) charges in units of e are: atom 1 (C): -0.236, atom 2 (C): -0.267, atom 3 (C): 0.066, atom 4 (C): 0.847, atom 5 (C): -0.350, atom 6 (C): -0.142, atom 7 (C): -0.251, atom 8 (N): -0.364, atom 9 (O): -0.583, atom 10 (O): -0.530, atom 11 (I): 0.107, atom 12 (H): 0.218, atom 13 (H): 0.228, atom 14 (H): 0.186, atom 15 (H): 0.217, atom 16 (H): 0.261, atom 17 (H): 0.188, atom 18 (H): 0.212, atom 19 (H): 0.193

Entry 3:
The ion C7H8N with charge +1. Source: OMol25; level of theory: the ωB97M-V functional and the def2-TZVPD basis.

Lowest unoccupied orbital energy (spin up / spin down)   -4.2 / -4.2 eV
E_tot   -325.78859 hartree
Spin multiplicity   1
SMILES   C#C[C@@]12C(C)=C1[C@@H]2[NH3+]
Energy above the lowest of the compared OMol25 structures with the same formula, charge and spin   3.3126 eV
Total charge   +1

```
16
Properties=species:S:1:pos:R:3:forces:R:3
C 2.3794 -1.3800 1.3531 -2.0 1.3 -2.1
C 1.5114 -0.8302 0.6952 1.6 -1.1 1.5
C 0.4435 -0.2271 -0.0041 -0.7 -1.7 0.8
C 0.4230 0.9767 -0.6767 -0.6 1.5 -0.2
C 0.9598 2.3565 -0.3933 1.1 -1.4 -1.6
C 0.0398 0.1510 -1.7375 -0.4 -0.1 0.2
C -0.5457 -0.9844 -0.8230 1.3 -2.4 -0.2
N -2.1314 -1.1116 -0.4958 3.3 4.0 -2.2
H 3.2432 -1.8730 1.6678 0.7 -0.4 0.7
H 1.6244 2.3805 0.4657 -0.1 -0.2 0.1
H 0.1048 2.9514 -0.2046 -0.8 1.0 0.1
H 1.5296 2.7169 -1.2924 -0.8 -0.2 0.8
H -0.2214 -2.0688 -1.1042 -0.8 2.0 0.4
H -2.3943 -2.0568 -0.3003 -0.3 -0.5 0.4
H -2.4215 -0.7479 -1.4587 -0.7 -0.8 1.8
H -2.1972 -0.3770 0.2447 -1.0 -1.1 -0.5
```
Positions in Å, forces in eV/Å.

For reference, the Mulliken charges in units of e are: atom 1 (C): 0.156, atom 2 (C): -1.296, atom 3 (C): 0.106, atom 4 (C): 1.180, atom 5 (C): -1.002, atom 6 (C): -1.032, atom 7 (C): 0.205, atom 8 (N): -0.315, atom 9 (H): 0.474, atom 10 (H): 0.362, atom 11 (H): 0.300, atom 12 (H): 0.327, atom 13 (H): 0.397, atom 14 (H): 0.340, atom 15 (H): 0.401, atom 16 (H): 0.396

Entry 4:
A cluster of 2 separate species, C7H8N in total. Source: OMol25; level of theory: the ωB97M-V functional and the def2-TZVPD basis.

Lowest unoccupied orbital energy   -3.7 eV
E_tot   -325.75455 hartree
Spin multiplicity   1
Energy above the lowest of the compared OMol25 structures with the same formula, charge and spin   4.2388 eV
Total charge   +1

```
16
Properties=species:S:1:pos:R:3:forces:R:3
C -2.1127 -1.2843 -0.4283 -2.1 -2.0 0.0
C -1.7526 0.0684 -0.9193 -0.6 0.4 -0.8
C 0.0789 -2.2968 0.4870 0.5 0.4 -2.7
C 0.3727 -2.0275 -0.8488 1.5 -1.5 2.5
C -1.0342 -1.2390 0.5829 -0.1 0.8 -1.8
C -0.7331 -1.0724 -1.1081 -1.4 0.3 1.9
C -0.7436 0.1449 0.1170 1.3 -1.0 0.5
N 0.9199 2.0873 0.9048 0.5 2.0 -1.5
H -3.0725 -1.9426 -0.5029 2.3 1.1 -0.5
H -2.1517 0.6209 -1.7734 0.1 0.3 0.8
H 0.4061 -3.0753 1.1729 0.0 0.5 -0.1
H 1.2359 -2.3304 -1.4995 -1.4 0.2 0.6
H 0.1511 0.8783 0.4481 -1.2 -0.4 -1.1
H 1.8614 2.0901 0.4287 -1.3 0.1 1.5
H 0.8590 1.8916 1.8913 0.9 0.3 0.3
H 0.4295 3.0054 0.7015 1.0 -1.5 0.4
```
Positions in Å, forces in eV/Å.

For reference, the natural (NBO) charges in units of e are: atom 1 (C): -0.166, atom 2 (C): -0.138, atom 3 (C): -0.187, atom 4 (C): -0.170, atom 5 (C): 0.062, atom 6 (C): 0.055, atom 7 (C): -0.082, atom 8 (N): -1.066, atom 9 (H): 0.309, atom 10 (H): 0.294, atom 11 (H): 0.267, atom 12 (H): 0.276, atom 13 (H): 0.330, atom 14 (H): 0.413, atom 15 (H): 0.400, atom 16 (H): 0.404

Entry 5:
A cluster of 3 separate species, C7H8N2O in total. Source: OMol25; level of theory: the ωB97M-V functional and the def2-TZVPD basis.

Lowest unoccupied orbital energy   -0.2 eV
E_tot   -456.01141 hartree
Spin multiplicity   1
Energy above the lowest of the compared OMol25 structures with the same formula, charge and spin   7.6962 eV
Total charge   0

```
18
Properties=species:S:1:pos:R:3:forces:R:3
C -1.2111 2.6536 -0.5508 0.1 -0.7 0.7
C -0.7750 1.7047 0.0618 -0.5 1.0 -0.6
C -0.4886 0.5142 0.8874 0.0 1.0 -1.0
N -1.4995 -0.5196 0.5946 -0.1 -0.3 0.8
C -0.8295 -1.8215 0.4980 0.0 -0.4 1.2
C 0.6234 -1.5195 0.7344 0.0 -0.1 -1.2
C 0.8372 -0.1970 0.6149 0.3 -1.9 -0.2
C 1.9285 0.3134 -0.2063 0.1 4.3 -1.3
N 2.4450 1.4028 -0.4669 -0.5 -1.9 -0.8
H -1.7263 3.4864 -0.9961 0.5 -0.3 0.0
H -0.5398 0.8486 1.9346 0.2 -0.1 -0.1
H -2.1392 -0.5590 1.3819 -0.1 0.1 -0.3
H -1.2442 -2.5381 1.2196 -0.1 0.0 -0.2
H -0.9586 -2.2688 -0.5032 0.2 0.1 0.2
H 1.3826 -2.2992 0.6592 -0.1 0.3 -0.2
O 1.4816 -0.0340 -2.0500 0.4 -0.6 1.5
H 0.6028 -0.4381 -1.9410 -0.1 0.8 -1.0
H 2.1107 1.2710 -1.8722 -0.3 -1.2 2.5
```
Positions in Å, forces in eV/Å.

For reference, the natural (NBO) charges in units of e are: atom 1 (C): -0.199, atom 2 (C): -0.031, atom 3 (C): -0.139, atom 4 (N): -0.588, atom 5 (C): -0.267, atom 6 (C): -0.069, atom 7 (C): -0.150, atom 8 (C): 0.467, atom 9 (N): -0.512, atom 10 (H): 0.240, atom 11 (H): 0.222, atom 12 (H): 0.369, atom 13 (H): 0.203, atom 14 (H): 0.207, atom 15 (H): 0.225, atom 16 (O): -0.971, atom 17 (H): 0.472, atom 18 (H): 0.522

Entry 6:
An isolated molecule of C7H8N2O. Source: OMol25; level of theory: the ωB97M-V functional and the def2-TZVPD basis.

Lowest unoccupied orbital energy   0.7 eV
E_tot   -456.18087 hartree
Spin multiplicity   1
SMILES   O=CC1(c2cnc[nH]2)CC1
Energy above the lowest of the compared OMol25 structures with the same formula, charge and spin   3.0847 eV
Total charge   0

```
18
Properties=species:S:1:pos:R:3:forces:R:3
O 0.2174 2.7735 0.6414 -1.2 -0.8 -0.6
C -0.7544 2.1667 0.2672 2.0 -3.0 0.8
C -0.7164 0.3481 0.0783 0.3 4.1 1.6
C 0.6220 -0.1374 -0.2835 1.0 -1.4 -2.2
C 0.9970 -0.9015 -1.4188 2.0 2.8 5.7
N 2.3237 -1.2219 -1.3148 -0.2 -0.3 -0.8
C 2.7575 -0.7250 -0.2011 2.2 -0.2 1.7
N 1.7737 -0.0367 0.4965 -1.2 -1.0 -2.3
C -1.4636 -0.5076 1.0750 -1.5 0.0 -0.3
C -1.9753 -0.3057 -0.3513 1.2 -2.4 -1.2
H -1.6948 2.6598 0.0423 -0.6 0.0 -0.2
H 0.3444 -1.0199 -2.1500 -2.2 -1.2 -3.6
H 3.8695 -0.9016 0.1654 -2.8 0.7 -0.6
H 1.6728 0.3171 1.4062 0.8 0.5 1.2
H -2.1314 0.0461 1.6806 -0.3 0.6 1.1
H -1.2215 -1.4901 1.5472 0.4 1.0 -1.0
H -1.6449 -1.0991 -1.0335 -0.6 -0.1 0.2
H -2.9757 0.0353 -0.6470 0.7 0.7 0.6
```
Positions in Å, forces in eV/Å.

For reference, the natural (NBO) charges in units of e are: atom 1 (O): -0.507, atom 2 (C): 0.468, atom 3 (C): -0.139, atom 4 (C): 0.082, atom 5 (C): -0.091, atom 6 (N): -0.455, atom 7 (C): 0.173, atom 8 (N): -0.526, atom 9 (C): -0.425, atom 10 (C): -0.431, atom 11 (H): 0.124, atom 12 (H): 0.191, atom 13 (H): 0.209, atom 14 (H): 0.424, atom 15 (H): 0.208, atom 16 (H): 0.239, atom 17 (H): 0.218, atom 18 (H): 0.239